{
  "formula": "C27H45Cl2LaOP",
  "method": "ωB97M-V with the def2-TZVPD basis set",
  "species": ["P", "C", "C", "C", "C", "C", "C", "C", "C", "C", "C", "C", "C", "C", "C", "C", "C", "C", "C", "H", "H", "H", "H", "H", "H", "H", "H", "H", "H", "H", "H", "H", "H", "H", "H", "H", "H", "H", "H", "H", "H", "H", "H", "H", "H", "H", "H", "H", "H", "H", "H", "H", "La", "Cl", "Cl", "C", "H", "C", "C", "C", "C", "C", "C", "H", "H", "H", "H", "H", "C", "C", "O", "H", "H", "H", "H", "H", "H"],
  "coordinates": [[-0.208150, 1.050226, -1.018974], [-1.858472, 0.437808, -1.578778], [-2.381964, 1.085652, -2.856771], [-3.833771, 0.618473, -3.088028], [-3.971471, -0.911206, -3.095112], [-3.357472, -1.551548, -1.846495], [-1.910181, -1.095923, -1.635908], [1.230295, 0.311956, -1.937453], [1.132523, 0.531677, -3.441316], [2.483435, 0.143870, -4.065429], [2.881347, -1.301141, -3.732235], [2.832524, -1.595416, -2.226519], [1.510650, -1.156889, -1.579730], [-0.105592, 2.890865, -1.128054], [-1.259314, 3.477877, -0.288581], [-1.152530, 4.997719, -0.088404], [0.226381, 5.432668, 0.415641], [1.347969, 4.917548, -0.488943], [1.271520, 3.390906, -0.648093], [-2.540469, 0.741113, -0.754775], [-1.726590, 0.806927, -3.695327], [-2.369819, 2.184129, -2.785679], [-4.202662, 1.047063, -4.028535], [-4.454240, 1.024428, -2.272377], [-5.028179, -1.179517, -3.182282], [-3.486096, -1.321230, -3.990860], [-3.944773, -1.266382, -0.961303], [-3.387329, -2.643626, -1.921984], [-1.504749, -1.518477, -0.706242], [-1.278111, -1.449366, -2.459614], [2.105968, 0.879220, -1.562911], [3.254267, 0.824261, -3.669466], [0.904585, 1.579580, -3.688304], [0.315899, -0.089402, -3.842151], [2.438459, 0.296898, -5.149627], [3.886580, -1.494745, -4.122146], [2.217670, -1.998599, -4.262210], [2.993821, -2.665129, -2.049756], [3.654365, -1.060751, -1.729614], [1.554500, -1.263799, -0.486477], [0.687631, -1.791460, -1.932564], [-0.237143, 3.111624, -2.203267], [-2.226022, 3.262097, -0.768937], [-1.268055, 2.972370, 0.693037], [-1.359413, 5.499193, -1.044933], [-1.921080, 5.327081, 0.621539], [0.382182, 5.040602, 1.431751], [0.266398, 6.525389, 0.485152], [2.319875, 5.190314, -0.058877], [1.281781, 5.396710, -1.474929], [2.065962, 3.064619, -1.335978], [1.484989, 2.918534, 0.325341], [1.073525, -0.112642, 3.624873], [2.521760, 0.943452, 1.701094], [-0.997240, 1.284536, 2.971536], [0.133968, -1.794945, 2.400945], [-0.932932, -1.629179, 2.154818], [0.655625, -3.071612, 2.031703], [2.093263, -3.233916, 1.992438], [2.645865, -4.489494, 1.776366], [1.829399, -5.620343, 1.565706], [0.426643, -5.461490, 1.555086], [-0.161282, -4.217285, 1.762423], [2.740451, -2.355025, 2.142036], [3.731720, -4.614135, 1.786857], [-0.206610, -6.331751, 1.394376], [-1.249017, -4.084017, 1.777404], [2.267943, -6.610730, 1.416627], [-0.466852, -1.188351, 8.033886], [-0.496024, -0.918640, 6.541466], [0.747914, -0.294871, 6.061536], [0.437017, -1.731184, 8.342792], [-1.328533, -1.840309, 8.266225], [-0.596265, -0.278161, 8.632366], [-0.572639, -1.835556, 5.957906], [-1.283081, -0.238304, 6.220164], [1.227459, 0.099158, 6.802882]],
  "atomic_forces_ev_per_a": [[0.9, -1.2, 3.1], [0.2, 0.8, -0.3], [-0.6, -0.4, -0.1], [0.2, 0.1, -0.2], [0.1, 0.1, -0.1], [0.1, 0.0, 0.0], [-0.1, 0.2, 0.1], [-0.7, 0.7, -0.3], [0.8, -0.3, -0.2], [-0.2, 0.0, -0.2], [-0.1, 0.0, -0.1], [-0.1, 0.1, 0.0], [0.0, 0.2, 0.0], [-0.3, -0.1, -1.2], [0.0, 0.0, 0.1], [0.1, -0.1, -0.1], [0.0, -0.1, 0.0], [-0.2, -0.2, 0.0], [0.0, -0.2, 0.2], [0.4, -0.1, -0.2], [-0.3, 0.0, 0.0], [0.1, -0.3, 0.0], [-0.1, -0.1, 0.1], [0.1, 0.0, -0.2], [0.0, 0.0, 0.0], [0.1, 0.1, 0.1], [0.1, -0.1, -0.1], [-0.1, 0.1, 0.0], [0.0, 0.1, -0.2], [-0.1, 0.0, 0.0], [-0.4, 0.0, 0.0], [-0.2, -0.1, -0.1], [0.0, -0.2, 0.1], [0.2, 0.1, 0.0], [0.2, -0.1, 0.0], [0.0, 0.0, 0.1], [-0.1, 0.1, 0.1], [0.0, 0.1, 0.0], [-0.1, -0.1, 0.0], [0.0, 0.0, -0.2], [0.2, 0.0, 0.0], [0.0, 0.7, 0.2], [0.2, -0.1, 0.1], [0.1, 0.1, -0.3], [0.0, 0.0, 0.1], [0.0, 0.0, -0.1], [0.0, 0.0, -0.2], [0.0, 0.0, 0.0], [-0.1, -0.1, -0.1], [0.0, 0.0, 0.1], [-0.2, 0.0, 0.1], [0.0, 0.1, -0.3], [0.4, -0.3, -1.3], [1.1, 0.4, -0.5], [-1.1, 0.9, 0.3], [-0.6, -0.7, -0.1], [0.2, -0.2, 0.1], [0.2, 0.9, 0.4], [-0.4, -0.8, -0.1], [-0.2, -0.1, 0.1], [-0.1, 0.0, 0.0], [0.3, 0.5, 0.0], [0.7, -0.3, -0.1], [-0.3, -0.4, -0.2], [-0.2, 0.0, -0.1], [0.1, 0.0, 0.0], [0.4, -0.1, 0.0], [-0.1, 0.3, 0.0], [-0.6, -0.3, 0.0], [0.7, 0.2, -0.2], [-0.1, -0.3, 1.6], [-0.2, 0.2, -0.2], [0.4, 0.3, 0.0], [0.2, -0.1, -0.2], [-0.1, 0.0, 0.1], [-0.2, -0.1, 0.2], [-0.2, -0.1, -0.1]],
  "lowdin_charge": [1.0791, -0.4687, -0.2206, -0.2073, -0.2148, -0.2033, -0.2125, -0.4648, -0.2262, -0.2116, -0.2133, -0.1965, -0.2055, -0.4704, -0.2252, -0.2082, -0.2176, -0.2081, -0.2299, 0.1156, 0.1017, 0.0954, 0.0993, 0.1121, 0.0976, 0.1086, 0.1148, 0.1057, 0.1123, 0.0992, 0.0961, 0.1119, 0.1025, 0.1024, 0.0975, 0.0976, 0.1074, 0.1076, 0.1131, 0.0918, 0.0958, 0.0971, 0.0966, 0.0599, 0.1064, 0.1028, 0.1160, 0.0976, 0.1039, 0.1057, 0.1021, 0.0391, 1.0995, -0.2854, -0.2705, -0.4371, -0.0406, -0.4262, -0.1237, -0.1538, -0.1710, -0.1514, -0.1023, 0.0655, 0.0816, 0.0776, 0.0908, 0.0658, -0.0833, -0.2615, -0.3204, 0.0825, 0.0854, 0.0771, 0.1085, 0.1119, 0.0929],
  "gap_ha": 0.131,
  "homo_ev": -1.9,
  "total_energy_ha": -2424.46337,
  "total_charge": -1,
  "e_lumo_ev": 1.63
}